i.
11
Properties=species:S:1:pos:R:3 method="wB97M-V/def2-TZVPD" orbital_gap_ev=10.1
O -0.151 1.402 0.858
C -1.837 -0.825 -0.101
N 0.590 0.927 -0.356
H 2.834 -0.301 -0.547
H -2.716 -1.608 0.147
N 2.174 -0.908 -0.161
H -1.056 1.546 0.597
H 1.494 1.460 -0.188
C 0.975 -0.376 -0.103
S -0.281 -1.583 0.381
O -2.027 0.266 -0.528

=====

ii.
11
Properties=species:S:1:pos:R:3 method="wB97M-V/def2-TZVPD" orbital_gap_ev=11.0 smiles="NS(=O)(=O)[C@H]1C=N1"
O -1.300 0.050 -1.342
H 1.092 -1.839 0.213
H -0.683 0.776 1.932
H 1.494 0.479 -2.011
N 1.801 0.392 0.099
C 0.835 -0.758 -0.099
S -0.896 -0.344 -0.019
C 1.630 -0.039 -1.075
H -1.523 1.688 0.773
N -0.838 1.010 0.956
O -1.612 -1.416 0.574

=====

Which structure above is the least stable? It is ii.